Entry from OMol25: a cluster of 7 separate species, C57H55BrClF10IN8O6S2 in total at a distorted geometry (the ωB97M-V functional and the def2-TZVPD basis).

Summary:
Largest force on an atom: 0.115 Eh/bohr
HOMO: -7.951 eV
Total charge: 0
LUMO level: -1.9 eV
HOMO-LUMO gap: 0.2235 Ha
SMILES string: CCCCOc1c(COc2ccccc2)c(S)c2c(c1C(F)(F)C(F)F)Sc1c(CN)c(Cl)c(C(=O)C(F)(F)C(F)(F)C(F)(F)C(=O)O)c(CC(=O)I)c1N2Br.c1cc[nH]c1.c1cc[nH]c1.c1cc[nH]c1.c1cc[nH]c1.c1cc[nH]c1.c1cc[nH]c1

Positions of all 141 atoms, in Å:
C -2.981690 1.611179 -8.245966
C -2.876666 -0.007765 -8.058698
C -1.319002 -0.325948 -7.836797
C -0.995091 -1.829019 -7.385217
O 0.442165 -2.161312 -7.466024
C 1.026588 -2.106922 -6.161987
C 0.767641 -3.306034 -5.168853
C -0.134980 -4.593198 -5.583163
O 0.663169 -5.722812 -6.015624
C 0.609085 -6.813754 -5.100556
C -0.669390 -7.525205 -4.592161
C -0.601026 -8.723544 -3.576078
C 0.764592 -9.257321 -3.009194
C 2.048068 -8.528291 -3.493816
C 1.975380 -7.331039 -4.510969
C 1.356538 -3.336534 -3.713117
S 1.105375 -4.680167 -2.478915
C 2.196347 -2.106031 -3.272798
C 2.425133 -0.894819 -4.259306
C 1.872254 -0.875972 -5.720589
C 2.224035 0.390712 -6.613002
F 1.769404 1.608907 -5.973173
F 1.647918 0.390321 -7.912567
C 3.829674 0.581265 -6.847302
F 4.285268 1.843234 -6.301729
F 4.597400 -0.524027 -6.388991
S 3.415908 0.510160 -3.518873
C 2.739008 0.544768 -1.777105
C 2.440193 1.843317 -0.987489
C 2.730069 3.242731 -1.729599
N 4.232728 3.354843 -1.844920
C 1.915203 1.711024 0.483435
Cl 1.594787 3.319938 1.332741
C 1.676907 0.321092 1.194276
C 1.190770 0.303547 2.700158
O 1.798803 1.080613 3.500242
C 0.049086 -0.624326 3.335071
F -0.318959 -0.001298 4.583251
F 0.581125 -1.907639 3.723051
C -1.308683 -0.735369 2.492725
F -2.103255 0.450088 2.711997
F -1.142300 -0.929629 1.100477
C -2.267128 -1.956928 2.994698
F -2.180252 -2.162647 4.406620
F -1.894545 -3.207116 2.400538
C -3.832555 -1.593040 2.716875
O -4.465856 -1.113798 3.695777
O -4.483389 -1.809839 1.472701
C 1.952127 -0.969923 0.324206
C 1.716802 -2.447228 0.911122
C 2.885771 -2.870360 1.967504
O 2.817679 -4.064982 2.372447
I 4.446480 -1.470430 2.578628
C 2.482269 -0.885430 -1.154674
N 2.764608 -2.120879 -1.909863
Br 4.616386 -2.446400 -1.892058
H -4.046198 2.003979 -8.131878
H -2.512616 1.956725 -9.242592
H -2.316498 2.090220 -7.425986
H -3.189622 -0.454204 -9.065836
H -3.521863 -0.356001 -7.184773
H -0.728359 -0.113612 -8.803692
H -0.926294 0.447698 -7.069829
H -1.542994 -2.529290 -8.115991
H -1.405138 -1.949434 -6.314654
H -0.854059 -4.302028 -6.423216
H -0.784780 -4.813852 -4.652142
H -1.676977 -7.159999 -4.977097
H -1.531937 -9.284319 -3.209163
H 0.773762 -10.157047 -2.291966
H 3.047152 -8.921070 -3.085352
H 2.981944 -6.870456 -4.798705
H -0.269666 -4.950555 -2.573670
H 4.015859 0.661231 -7.980364
H 2.253406 4.144069 -1.215218
H 2.351588 3.122681 -2.815541
H 4.550946 3.053464 -2.776077
H 4.554325 4.303790 -1.613330
H -4.965582 -2.671679 1.601520
H 1.768776 -3.262882 0.090026
H 0.668486 -2.581118 1.382772
N -3.608630 2.524059 4.481214
C -4.237339 2.103225 5.622998
C -4.676607 3.215341 6.299950
C -4.304041 4.348728 5.534939
C -3.649050 3.890595 4.416766
H -3.183202 1.920886 3.794675
H -4.316223 1.051715 5.855172
H -5.208027 3.213091 7.240332
H -4.494388 5.384911 5.775006
H -3.208761 4.418324 3.584142
N 5.138699 0.438459 6.038644
C 5.344839 0.959882 7.286496
C 6.409782 0.300517 7.851280
C 6.866506 -0.650944 6.904821
C 6.064472 -0.540272 5.795165
H 4.417470 0.730088 5.397763
H 4.715937 1.752185 7.664789
H 6.815597 0.483413 8.835374
H 7.690524 -1.339432 7.022261
H 6.068982 -1.071138 4.855761
N 1.908744 3.870186 6.900815
C 3.034133 4.606227 6.640911
C 3.259635 5.430445 7.716298
C 2.235617 5.178386 8.662735
C 1.418437 4.209114 8.133535
H 1.504866 3.185192 6.281553
H 3.574821 4.481034 5.714765
H 4.072220 6.135613 7.811693
H 2.110483 5.652953 9.624935
H 0.532273 3.733683 8.526180
N 6.450544 4.089836 -4.980682
C 5.181330 4.460858 -5.337294
C 5.091550 5.827034 -5.223556
C 6.355154 6.298321 -4.787813
C 7.174450 5.204479 -4.649156
H 6.797863 3.144255 -4.965485
H 4.455041 3.724588 -5.637799
H 4.214059 6.421376 -5.432157
H 6.634558 7.324221 -4.597393
H 8.206517 5.123060 -4.342958
N -6.528089 -4.247254 5.153038
C -7.863897 -4.429043 5.396305
C -8.413891 -3.202094 5.677142
C -7.373084 -2.243586 5.594858
C -6.221696 -2.916499 5.267093
H -5.873424 -4.977755 4.925121
H -8.305775 -5.412982 5.350148
H -9.450838 -3.014872 5.914403
H -7.457306 -1.178958 5.756889
H -5.214950 -2.565911 5.107288
N -7.075343 4.301797 3.332427
C -7.722464 5.352511 2.739617
C -8.348055 4.883211 1.609869
C -8.072748 3.496661 1.521137
C -7.287718 3.165669 2.599208
H -6.527343 4.355820 4.178744
H -7.680986 6.341464 3.170655
H -8.939213 5.472723 0.924401
H -8.411666 2.815580 0.754177
H -6.861987 2.221953 2.906189

Atomic forces in eV per Å
0.765 -0.237 0.643
0.902 1.119 -0.878
0.527 0.290 0.022
-1.494 0.863 -0.428
-0.109 0.455 3.058
0.954 -0.080 2.391
1.440 1.209 0.958
-0.546 1.941 0.346
-1.008 -0.988 2.230
1.294 -3.303 3.105
2.662 -0.911 0.929
3.369 1.059 -0.636
-0.659 3.452 -2.983
-3.274 0.733 -1.169
-2.387 -1.994 1.171
0.172 3.604 -2.513
-0.628 0.996 -0.835
-1.226 0.004 -3.128
-1.418 -2.675 0.002
-0.723 -2.285 2.350
-0.130 0.789 0.464
0.627 -2.624 -1.373
1.148 -0.193 2.720
0.645 0.548 -1.357
-0.771 -3.375 -0.713
-1.558 2.554 -0.291
-1.708 -0.953 1.001
-1.417 -1.446 2.878
-0.611 -2.597 1.096
0.504 -1.253 -0.665
-0.936 0.378 0.295
0.843 -2.118 -1.609
0.339 -2.400 -1.022
0.509 0.213 -3.658
3.464 2.706 1.248
-2.899 -3.234 -2.997
0.212 0.250 2.437
0.664 -1.483 -3.040
-1.393 2.846 -1.442
-1.641 -0.632 -0.207
2.187 -2.427 -0.846
-0.113 0.783 3.054
-0.261 -1.412 0.798
0.093 0.712 -3.332
-0.723 2.963 1.016
-3.105 1.526 3.171
3.109 -1.854 -4.490
1.602 -1.063 2.254
0.020 1.471 -1.549
0.621 0.849 -0.247
-2.216 -5.210 0.554
0.926 5.656 -1.461
-0.710 -0.735 -0.426
-0.733 3.689 2.444
-1.581 2.076 -0.625
0.414 -0.235 -0.045
1.466 -0.575 -0.302
-0.943 -0.703 1.473
-1.276 -0.636 -1.228
0.118 0.245 1.676
0.843 0.381 -1.277
-1.029 -0.340 1.384
-0.486 -1.456 -1.019
0.932 0.868 1.209
0.763 -0.156 -1.617
1.202 -0.428 1.064
1.138 0.027 -1.594
1.488 -0.685 0.620
1.376 1.252 -0.872
0.084 1.722 -1.307
-1.609 0.959 -0.884
-1.850 -0.551 0.285
1.371 0.510 -0.313
-0.293 -0.161 1.839
0.709 -1.526 -0.684
-0.005 0.269 1.870
-0.215 0.672 0.664
-0.144 -0.750 -0.489
0.347 1.096 -0.316
0.103 1.622 1.152
1.992 0.306 -0.475
-0.088 0.110 0.066
0.009 -0.090 0.026
-0.084 -0.293 0.045
0.058 0.184 -0.220
0.072 0.009 -0.073
-0.142 0.149 0.206
-0.001 0.104 -0.015
0.061 -0.016 -0.091
0.066 -0.082 -0.015
-0.059 -0.021 0.099
0.052 0.017 -0.010
-0.054 0.055 0.112
-0.153 0.179 0.041
0.007 -0.094 -0.219
0.057 -0.039 -0.010
0.109 -0.057 0.115
0.072 -0.061 -0.006
-0.054 -0.007 -0.099
-0.085 0.067 -0.028
0.090 -0.001 0.236
0.044 -0.011 0.061
0.043 0.015 -0.079
0.136 -0.048 -0.211
-0.214 -0.132 0.086
-0.057 0.006 0.034
0.072 0.124 0.108
-0.038 0.043 0.093
-0.074 -0.081 -0.021
0.003 -0.060 -0.097
0.088 0.074 -0.025
-0.014 0.060 0.005
-0.165 0.063 0.046
-0.122 -0.187 -0.036
0.251 -0.015 0.084
0.063 0.027 0.075
-0.066 0.171 -0.050
0.066 0.267 0.069
0.082 -0.072 0.007
-0.007 -0.110 -0.025
-0.109 0.042 -0.025
-0.075 0.027 -0.053
-0.100 -0.069 0.031
-0.072 -0.260 -0.034
0.242 0.067 -0.068
0.055 -0.026 0.079
-0.134 0.131 0.099
0.015 0.114 0.022
0.105 -0.032 -0.026
0.027 -0.104 -0.034
-0.179 -0.056 0.169
-0.156 0.002 -0.066
0.054 -0.010 0.022
-0.017 0.253 0.076
0.092 -0.226 0.047
0.076 -0.005 0.040
0.011 -0.077 -0.153
-0.019 -0.088 -0.070
0.056 -0.049 0.076
0.033 0.057 0.085
-0.046 0.083 -0.032

Atom charges from the Löwdin analysis, given in e for atoms 1 to 6: -0.134 -0.241 -0.208 -0.182 -0.110 -0.079